[1]
Density functional theory data (the ωB97M-V functional and the def2-TZVPD basis) for an isolated ion of composition C5H15N4 and charge +1 in a non-equilibrium geometry.

Output
HOMO level = -12.5 eV
Energy relative to the best compared isomer or geometry (same formula, charge and spin) = 0.39 kcal/mol
Max |F| = 0.0710 Eh/bohr
Energy = -418.28122 Eh
Orbital gap = 0.3632 Ha
Lowest unoccupied orbital energy = -2.6049 eV
SMILES string = C[C@@]1(N)C[C@@H](N)[C@]1(N)[NH3+]

```
! RIJCOSX wB97M-V def2-TZVPD def2/J DEFGRID3
* xyz 1 1
C 0.2410 1.2120 -0.8707
C 1.3891 0.1893 -0.8373
C -0.7547 0.4353 0.0159
C 0.1526 -0.8557 0.1187
C -1.0342 1.1078 1.3507
N 2.4906 0.4251 -0.0283
N -1.9824 0.0503 -0.6929
N 0.6295 -1.3899 1.3155
N -0.4698 -1.9005 -0.7466
H 0.5237 2.1765 -0.4531
H -0.1284 1.3767 -1.8817
H 1.6103 -0.3188 -1.7696
H -1.7142 0.5101 1.9564
H -1.4917 2.0810 1.1871
H -0.1120 1.2582 1.9037
H 2.5039 1.3039 0.4662
H 3.3907 0.1648 -0.3963
H -2.7664 -0.0354 -0.0543
H -2.2422 0.7170 -1.4100
H 1.6137 -1.1756 1.4532
H 0.1064 -1.1256 2.1397
H 0.1077 -2.1680 -1.5417
H -1.3780 -1.3076 -1.0324
H -0.6854 -2.7311 -0.1921
*
```

And the natural (NBO) charges, in e, turn out to be: C -0.4487; C 0.0259; C 0.1011; C 0.2166; C -0.6334; N -0.8389; N -0.8376; N -0.8607; N -0.7596; H 0.2312; H 0.2299; H 0.1987; H 0.2167; H 0.2371; H 0.2294; H 0.3908; H 0.4043; H 0.3984; H 0.4037; H 0.4048; H 0.3830; H 0.4227; H 0.4484; H 0.4364


[2]
Density functional theory data (the ωB97M-V functional and the def2-TZVPD basis) for C9H17AuIN3S2Si as an isolated structure in a non-equilibrium geometry.

Output
HOMO level (spin up / spin down) = -7.9 / -7.9 eV
Energy relative to the best compared isomer or geometry (same formula, charge and spin) = 0.00 kcal/mol
Max |F| = 0.0298 Eh/bohr
Energy = -2036.66139 Eh
Orbital gap (spin up / spin down) = 0.1859 / 0.1855 Ha
Lowest unoccupied orbital energy (spin up / spin down) = -2.8149 / -2.8454 eV

```
! RIJCOSX wB97M-V def2-TZVPD def2/J DEFGRID3
* xyz 0 1
Au -0.8305 -2.0658 -0.5526
C -2.3334 -0.7899 3.5357
N -1.0366 -0.2336 3.2685
C -0.6021 1.0200 3.5971
C 0.6572 1.1634 3.1218
N 0.9771 -0.0042 2.4857
C -0.0705 -0.8514 2.5618
S -0.1437 -2.4194 1.9475
H -2.8562 -0.1537 4.2449
H -2.2218 -1.7985 3.9346
H -2.9152 -0.8420 2.6138
H -1.2330 1.7224 4.0989
H 1.3352 1.9881 3.1808
H 1.8309 -0.2063 1.9871
C 0.7640 1.8645 -1.3670
Si 1.0340 0.2382 -2.3245
C 2.7182 0.3804 -3.2258
C -0.3182 -0.1185 -3.6173
C 1.1285 -1.2261 -1.1221
H 0.6088 2.6885 -2.0567
H 1.6331 2.1133 -0.7625
H -0.0960 1.8321 -0.7052
H 2.6766 1.1951 -3.9421
H 2.9682 -0.5237 -3.7705
H 3.5291 0.5881 -2.5343
H -0.2863 0.5916 -4.4376
H -1.3151 -0.0695 -3.1882
H -0.1946 -1.1113 -4.0427
H 1.6284 -1.0120 -0.1823
H 1.6034 -2.0951 -1.5693
I -1.9735 -3.7347 -2.2895
S -2.7586 -0.4278 -0.5169
C -2.1505 0.7349 0.4622
N -1.7569 1.5629 1.1667
*
```

And the natural (NBO) charges, in e, turn out to be: Au 0.8501; C -0.4101; N -0.3182; C -0.0099; C -0.0631; N -0.4962; C 0.2377; S -0.2027; H 0.2212; H 0.2309; H 0.2461; H 0.2437; H 0.2369; H 0.4386; C -1.1054; Si 1.5580; C -1.0783; C -1.1036; C -0.8098; H 0.2432; H 0.2240; H 0.2629; H 0.2446; H 0.2374; H 0.2306; H 0.2377; H 0.2594; H 0.2463; H 0.1971; H 0.2263; I -0.4912; S -0.3048; C 0.0326; N -0.5118


[3]
Density functional theory data (the ωB97M-V functional and the def2-TZVPD basis) for C20H26Cl3O4PTeY as an isolated structure.

Output
HOMO level = -11.0 eV
Energy relative to the best compared isomer or geometry (same formula, charge and spin) = 4.16 kcal/mol
Max |F| = 0.0179 Eh/bohr
Energy = -3107.00089 Eh
Orbital gap = 0.2986 Ha
Lowest unoccupied orbital energy = -2.9105 eV

```
! RIJCOSX wB97M-V def2-TZVPD def2/J DEFGRID3
* xyz 1 1
Y 0.4612 0.3410 -0.2082
C -3.6481 3.3282 -0.0257
C -2.7748 2.0903 -0.2574
C -2.3772 1.9354 -1.7293
C -1.5499 2.1505 0.6328
C -0.5602 3.1269 0.4689
C 0.5657 3.1510 1.2825
C 0.7561 2.2038 2.2927
C 1.9793 2.2052 3.1610
C -0.2428 1.2459 2.4786
C -1.3797 1.2219 1.6743
H -4.5561 3.2754 -0.6250
H -3.1111 4.2381 -0.2961
H -3.9313 3.3959 1.0245
H -3.3475 1.2044 0.0290
H -1.8117 2.7967 -2.0866
H -3.2634 1.8285 -2.3533
H -1.7732 1.0314 -1.8922
H -0.6654 3.8776 -0.3047
H 1.3160 3.9143 1.1204
H 2.3157 1.1863 3.3523
H 1.7519 2.6652 4.1242
H 2.7917 2.7634 2.6990
H -0.1257 0.4859 3.2412
H -2.1303 0.4573 1.8425
Cl -1.2146 -6.4424 2.4272
C -0.5778 -4.8901 2.0379
C -1.1523 -4.1508 1.0171
C -0.6192 -2.9130 0.7275
Cl -1.2809 -1.9198 -0.5523
C 0.4747 -2.3605 1.4071
O 0.9490 -1.1710 1.1017
C 1.0153 -3.1447 2.4407
Cl 2.3451 -2.4928 3.3202
C 0.5029 -4.3894 2.7514
H -1.9962 -4.5422 0.4667
H 0.9420 -4.9698 3.5502
C 4.0963 -2.4976 -0.3702
C 4.1211 -1.7390 -1.6798
O 2.7648 -1.3587 -2.0076
P 2.3615 0.1262 -2.4341
O 0.8331 0.0815 -2.3815
Te 3.0856 1.6681 -0.7774
O 2.9478 0.4362 -3.8543
C 2.5701 -0.3241 -5.0397
C 1.4179 0.3528 -5.7506
H 5.0982 -2.8339 -0.1078
H 3.4424 -3.3661 -0.4548
H 3.7228 -1.8538 0.4276
H 4.4977 -2.3542 -2.4964
H 4.7469 -0.8465 -1.5970
H 2.3166 -1.3465 -4.7535
H 3.4655 -0.3371 -5.6568
H 0.5320 0.3531 -5.1171
H 1.1913 -0.1833 -6.6716
H 1.6893 1.3770 -6.0020
*
```

And the natural (NBO) charges, in e, turn out to be: Y 1.7410; C -0.5994; C -0.2361; C -0.5850; C -0.0695; C -0.1946; C -0.1843; C -0.0037; C -0.6441; C -0.2102; C -0.2795; H 0.2294; H 0.2088; H 0.2228; H 0.2153; H 0.2187; H 0.2437; H 0.1876; H 0.2407; H 0.2461; H 0.2441; H 0.2479; H 0.2298; H 0.2553; H 0.2541; Cl 0.0455; C -0.0360; C -0.2437; C -0.0918; Cl 0.0755; C 0.3333; O -0.9144; C -0.0977; Cl 0.0436; C -0.2226; H 0.2521; H 0.2537; C -0.6309; C -0.0654; O -0.8253; P 2.0638; O -1.2036; Te -0.3313; O -0.8214; C -0.0629; C -0.6353; H 0.2312; H 0.2187; H 0.2250; H 0.1964; H 0.1938; H 0.1891; H 0.2075; H 0.2195; H 0.2308; H 0.2237


[4]
Density functional theory data (the ωB97M-V functional and the def2-TZVPD basis) for C51H83NP2PdSi4 as an isolated structure.

Output
HOMO level = -6.8 eV
Max |F| = 0.0154 Eh/bohr
Energy = -4016.63506 Eh
Orbital gap = 0.2528 Ha
Lowest unoccupied orbital energy = 0.0827 eV

```
! RIJCOSX wB97M-V def2-TZVPD def2/J DEFGRID3
* xyz 0 1
Pd -0.0952 0.0413 0.5097
C 0.7105 3.6614 0.8054
Si -0.0298 2.2197 -0.1598
C 0.9437 2.2394 -1.8300
C 0.7353 3.2874 -2.7348
C 1.3886 3.3344 -3.9553
C 2.2915 2.3348 -4.2998
C 2.5372 1.3080 -3.4058
C 1.8695 1.2562 -2.1825
P 2.2297 -0.0017 -0.9146
C 3.8782 0.6434 -0.2458
C 3.9599 2.1755 -0.3022
C 5.1734 2.6875 0.4700
C 6.4622 2.0797 -0.0688
C 6.3831 0.5587 -0.0692
C 5.1636 0.0607 -0.8448
C 2.8038 -1.4985 -1.8609
C 3.0407 -2.6811 -0.9143
C 3.7802 -3.7914 -1.6583
C 3.0783 -4.1802 -2.9785
C 1.7540 -3.4419 -3.1467
C 1.9354 -1.9277 -3.0633
C -1.7742 2.8412 -0.6266
C -1.9344 4.2259 -0.7588
C -3.1391 4.7949 -1.1366
C -4.2284 3.9783 -1.3881
C -4.0990 2.6060 -1.2585
C -2.8861 2.0240 -0.8863
P -2.6683 0.2012 -0.7412
C -4.4459 -0.3801 -0.5243
C -4.6154 -1.9158 -0.6722
C -5.0316 -2.6980 0.5746
C -6.1077 -1.9796 1.3752
C -5.6022 -0.6084 1.7965
C -5.3029 0.2638 0.5883
C -2.5052 -0.2868 -2.5447
C -1.1113 0.0908 -3.0066
C -0.9245 -0.1715 -4.4945
C -1.7937 0.8082 -5.3020
C -2.9699 1.3268 -4.4674
C -3.5452 0.2348 -3.5678
H 1.1268 4.3820 0.0961
H 1.5062 3.3578 1.4740
H -0.0446 4.1680 1.4012
H 0.0197 4.0664 -2.5029
H 1.1877 4.1455 -4.6439
H 2.8047 2.3633 -5.2526
H 3.2609 0.5433 -3.6622
H 3.8753 0.3756 0.8134
H 3.0488 2.6306 0.0864
H 4.0376 2.4956 -1.3457
H 5.0624 2.4316 1.5271
H 5.2126 3.7775 0.4101
H 7.3194 2.4163 0.5167
H 6.6230 2.4294 -1.0946
H 6.3133 0.1981 0.9631
H 7.2929 0.1277 -0.4932
H 5.1573 -1.0287 -0.8362
H 5.2598 0.3746 -1.8909
H 3.7833 -1.2171 -2.2554
H 2.0875 -3.0385 -0.5198
H 3.6228 -2.3756 -0.0432
H 3.8904 -4.6620 -1.0091
H 4.7937 -3.4380 -1.8716
H 2.9027 -5.2565 -3.0085
H 3.7260 -3.9526 -3.8296
H 1.0622 -3.7808 -2.3746
H 1.2939 -3.6959 -4.1042
H 0.9668 -1.4391 -3.0578
H 2.4266 -1.5917 -3.9815
H -1.1021 4.8838 -0.5474
H -3.2291 5.8700 -1.2194
H -5.1817 4.4052 -1.6712
H -4.9719 1.9978 -1.4383
H -4.8666 0.0201 -1.4455
H -3.7033 -2.3639 -1.0733
H -5.3808 -2.0808 -1.4374
H -4.1709 -2.8755 1.2199
H -5.3852 -3.6813 0.2551
H -6.3858 -2.5734 2.2485
H -7.0122 -1.8665 0.7663
H -4.7074 -0.7295 2.3978
H -6.3365 -0.0982 2.4250
H -4.8646 1.2097 0.9090
H -6.2672 0.5220 0.1337
H -2.5647 -1.3820 -2.5255
H -0.3777 -0.4273 -2.3885
H -0.9496 1.1508 -2.8243
H -1.2020 -1.2080 -4.7157
H 0.1264 -0.0619 -4.7688
H -2.1654 0.3228 -6.2076
H -1.1830 1.6526 -5.6289
H -3.7548 1.7133 -5.1211
H -2.6504 2.1675 -3.8458
H -3.8703 -0.6020 -4.1942
H -4.4501 0.6136 -3.0948
C -1.8530 -0.1484 5.3206
Si -1.6169 -0.1151 3.4388
C -2.3804 -1.7461 2.8765
C -2.7226 1.3149 2.9095
C 0.1396 0.0136 2.8649
Si 1.0776 1.3096 3.8034
C 1.7245 0.7215 5.4837
C 2.6415 1.8938 2.9313
C 0.0462 2.8305 4.2229
Si 0.9905 -1.6060 2.9172
C 0.8013 -2.5750 4.5383
C 2.8546 -1.5993 2.6628
C 0.3002 -2.7978 1.5966
C 0.2436 -4.1796 1.7697
C -0.3453 -4.9795 0.8049
C -0.8683 -4.3804 -0.3284
C -0.7560 -3.0062 -0.4521
N -0.1876 -2.2388 0.4709
H -2.9032 -0.3374 5.5528
H -1.5872 0.7994 5.7868
H -1.2640 -0.9315 5.7961
H -1.7278 -2.5861 3.1028
H -3.3175 -1.9335 3.4025
H -2.5652 -1.7597 1.8036
H -2.6661 1.5400 1.8442
H -2.4380 2.2161 3.4514
H -3.7619 1.1049 3.1669
H 2.4783 -0.0583 5.3765
H 0.9311 0.3359 6.1195
H 2.1981 1.5528 6.0104
H 3.4972 1.2684 3.1839
H 2.8913 2.9213 3.2010
H 2.4924 1.8457 1.8560
H -0.6259 2.6309 5.0578
H -0.5552 3.1792 3.3902
H 0.7124 3.6409 4.5262
H 1.0718 -1.9308 5.3712
H 1.4674 -3.4390 4.5720
H -0.2134 -2.9273 4.7186
H 3.3429 -1.1576 3.5304
H 3.1649 -1.0458 1.7810
H 3.2130 -2.6259 2.5668
H 0.6357 -4.6175 2.6765
H -0.4092 -6.0518 0.9394
H -1.3454 -4.9573 -1.1088
H -1.1272 -2.4948 -1.3341
*
```

Löwdin atomic charge list, values in e, 99 entries: Pd 0.3922; C -0.1935; Si 0.5650; C -0.3010; C -0.0875; C -0.0739; C -0.0761; C -0.0916; C -0.4049; P 1.1280; C -0.4046; C -0.2062; C -0.1884; C -0.2039; C -0.1925; C -0.2025; C -0.4245; C -0.2187; C -0.1744; C -0.1815; C -0.1973; C -0.1849; C -0.2796; C -0.1109; C -0.0718; C -0.0696; C -0.0983; C -0.3654; P 1.1235; C -0.4049; C -0.1837; C -0.2008; C -0.1971; C -0.2062; C -0.1940; C -0.4216; C -0.2637; C -0.1739; C -0.1797; C -0.1920; C -0.1751; H 0.0421; H -0.0186; H 0.0288; H 0.0929; H 0.1036; H 0.1036; H 0.1001; H 0.0679; H 0.0716; H 0.1182; H 0.1020; H 0.1145; H 0.1082; H 0.1146; H 0.1187; H 0.1101; H 0.0912; H 0.1192; H 0.0827; H 0.0922; H 0.0923; H 0.1079; H 0.1064; H 0.1038; H 0.1086; H 0.0868; H 0.1139; H 0.0619; H 0.1116; H 0.0894; H 0.1045; H 0.1053; H 0.0909; H 0.0555; H 0.0777; H 0.1176; H 0.0835; H 0.1104; H 0.1104; H 0.1149; H 0.0653; H 0.1175; H 0.0878; H 0.1183; H 0.0853; H 0.0532; H 0.0822; H 0.1160; H 0.0979; H 0.1061; H 0.1034; H 0.1124; H 0.1051; H 0.1219; H 0.0793; C -0.1736; Si 0.3567; C -0.1826


- Number 1 is which compound?
  C5H15N4


- Which of these has the highest max |F|?
  C5H15N4